No. 1
This record from the OMol25 dataset describes 11 unconnected molecules or ions with the total composition C23H72N18O11. The level of theory is the ωB97M-V functional and the def2-TZVPD basis.

Element x y z (Å)
C (-2.078, -3.331, -3.806)
O (-0.934, -2.972, -3.962)
N (-3.040, -2.529, -3.524)
N (-2.467, -4.601, -3.998)
H (-3.905, -2.886, -3.904)
H (-2.905, -1.529, -3.556)
H (-1.714, -5.186, -4.332)
H (-3.438, -4.847, -3.869)
C (-4.712, -2.463, 1.013)
O (-4.315, -1.342, 0.879)
N (-5.154, -2.952, 2.128)
N (-4.669, -3.406, 0.123)
H (-5.829, -3.699, 2.051)
H (-4.979, -2.435, 2.977)
H (-5.137, -4.265, 0.376)
H (-4.310, -3.157, -0.787)
C (1.946, 5.380, -3.446)
O (2.415, 6.479, -3.460)
N (0.867, 5.094, -2.836)
N (2.254, 4.422, -4.202)
H (0.437, 4.190, -2.972)
H (0.469, 5.793, -2.225)
H (3.002, 4.406, -4.880)
H (1.892, 3.497, -4.022)
C (-3.264, 1.406, -0.903)
O (-2.921, 2.346, -1.596)
N (-3.491, 1.598, 0.375)
N (-3.338, 0.174, -1.248)
H (-3.490, 2.526, 0.774)
H (-3.890, 0.713, 0.651)
H (-3.716, -0.434, -0.535)
H (-3.365, -0.092, -2.222)
C (1.176, 3.791, 4.373)
O (1.102, 4.930, 4.033)
N (1.440, 3.310, 5.548)
N (1.076, 2.778, 3.496)
H (1.520, 3.947, 6.328)
H (1.650, 2.342, 5.746)
H (1.443, 1.863, 3.714)
H (0.797, 3.031, 2.559)
C (0.976, -5.525, -0.853)
O (1.412, -6.627, -0.954)
N (0.163, -4.950, -1.713)
N (1.160, -4.667, 0.101)
H (-0.231, -5.483, -2.475)
H (-0.194, -4.052, -1.418)
H (0.925, -3.697, -0.051)
H (1.872, -4.886, 0.784)
C (-2.564, 4.822, 1.413)
O (-3.606, 4.172, 1.650)
N (-2.045, 5.698, 2.198)
N (-1.877, 4.787, 0.256)
H (-2.449, 5.923, 3.096)
H (-1.102, 5.973, 1.965)
H (-2.092, 4.122, -0.473)
H (-0.952, 5.191, 0.227)
C (-1.343, -2.293, 0.106)
C (-0.470, -1.302, -0.703)
C (0.178, -0.103, 0.114)
O (1.154, 0.603, -0.660)
C (1.202, 1.997, -0.365)
N (0.615, -2.028, -1.332)
H (-0.772, -3.011, 0.694)
H (-2.193, -2.693, -0.448)
H (-1.775, -1.743, 0.942)
H (-1.107, -0.831, -1.453)
H (0.663, -0.469, 1.019)
H (-0.631, 0.505, 0.519)
H (0.288, 2.542, -0.600)
H (2.103, 2.452, -0.778)
H (1.400, 2.102, 0.702)
H (1.491, -1.527, -1.374)
H (0.422, -2.155, -2.315)
C (2.750, 0.653, -3.606)
C (1.721, 1.330, -4.531)
C (0.958, 0.210, -5.439)
O (0.314, 0.768, -6.595)
C (-0.344, -0.323, -7.269)
N (0.705, 2.082, -3.826)
H (2.193, 0.087, -2.859)
H (3.312, 1.449, -3.119)
H (3.465, 0.003, -4.111)
H (2.148, 2.056, -5.223)
H (0.199, -0.265, -4.816)
H (1.657, -0.546, -5.797)
H (-0.983, -0.968, -6.666)
H (0.350, -0.964, -7.812)
H (-1.072, 0.115, -7.952)
H (-0.114, 1.973, -4.407)
H (0.440, 1.543, -3.014)
C (4.202, 1.593, 1.979)
C (3.548, 0.312, 2.612)
C (4.539, -0.868, 2.523)
O (4.686, -1.299, 1.139)
C (3.617, -2.155, 0.785)
N (3.185, 0.723, 3.944)
H (5.195, 1.768, 2.393)
H (3.508, 2.432, 1.930)
H (4.269, 1.464, 0.899)
H (2.600, 0.118, 2.112)
H (4.011, -1.666, 3.045)
H (5.457, -0.702, 3.086)
H (3.954, -2.558, -0.170)
H (2.715, -1.609, 0.509)
H (3.327, -3.006, 1.401)
H (4.037, 0.567, 4.463)
H (2.678, -0.062, 4.327)
C (-0.908, 0.206, 5.657)
C (-1.108, -0.212, 4.140)
C (-0.844, -1.647, 3.790)
O (0.581, -1.857, 3.816)
C (0.959, -3.211, 3.655)
N (-2.331, 0.344, 3.690)
H (-0.576, 1.216, 5.899)
H (-0.085, -0.391, 6.048)
H (-1.731, -0.114, 6.296)
H (-0.404, 0.421, 3.600)
H (-1.331, -1.998, 2.880)
H (-1.285, -2.333, 4.513)
H (2.044, -3.308, 3.619)
H (0.623, -3.626, 2.705)
H (0.683, -3.907, 4.447)
H (-2.446, 0.130, 2.709)
H (-2.112, 1.302, 3.921)

The LUMO energy (spin up / spin down) is -0.1002 / -0.3122 Ha. The value obtained for the strongest force on any atom is 8.705 eV Å⁻¹. The net charge is +1. Its spin multiplicity is 2. The value obtained for the molar mass is 776.94 g/mol.

No. 2
This record from the OMol25 dataset describes 13 unconnected molecules or ions with the total composition C23H72N8O13. The level of theory is the ωB97M-V functional and the def2-TZVPD basis.

Element x y z (Å)
C (1.626, 2.958, 1.312)
O (2.552, 2.012, 1.742)
H (0.654, 2.437, 1.581)
H (1.712, 2.881, 0.264)
H (1.741, 3.900, 1.753)
H (2.009, 1.233, 1.816)
C (-4.219, -2.357, 0.938)
O (-2.878, -2.391, 1.458)
H (-4.614, -1.334, 1.049)
H (-4.864, -3.029, 1.487)
H (-4.127, -2.604, -0.070)
H (-2.508, -3.250, 1.254)
C (1.859, -1.746, -1.973)
O (1.722, -1.256, -0.615)
H (0.910, -1.784, -2.447)
H (2.265, -2.711, -1.911)
H (2.349, -0.980, -2.607)
H (2.336, -1.765, -0.073)
C (0.044, 4.261, -2.840)
O (-0.272, 3.608, -1.630)
H (1.083, 4.559, -2.757)
H (-0.584, 5.118, -2.945)
H (-0.114, 3.664, -3.738)
H (-0.534, 4.270, -0.985)
C (3.096, -3.705, 2.037)
O (2.062, -4.257, 2.829)
N (2.856, -3.334, 0.811)
N (4.292, -3.455, 2.420)
H (1.858, -3.441, 0.526)
H (3.550, -3.160, 0.109)
H (4.480, -3.759, 3.380)
H (5.090, -3.442, 1.701)
C (-1.144, 4.734, 1.379)
O (-1.119, 5.374, 0.140)
N (-0.550, 5.176, 2.414)
N (-1.620, 3.512, 1.505)
H (0.048, 6.034, 2.501)
H (-0.726, 4.689, 3.270)
H (-2.073, 2.954, 0.747)
H (-1.633, 3.069, 2.432)
C (-0.651, -4.429, 0.760)
O (0.423, -3.897, -0.036)
N (-0.547, -4.793, 2.004)
N (-1.875, -4.520, 0.241)
H (0.334, -4.571, 2.502)
H (-1.364, -5.257, 2.441)
H (-1.913, -4.203, -0.754)
H (-2.666, -5.037, 0.706)
C (-1.134, 0.475, -0.241)
O (-2.308, 1.224, -0.063)
N (-0.880, -0.766, 0.245)
N (-0.130, 0.974, -0.904)
H (-1.612, -1.264, 0.755)
H (0.047, -1.129, 0.107)
H (-0.224, 1.948, -1.172)
H (0.768, 0.489, -1.088)
C (-4.250, 1.119, 5.149)
C (-3.067, 0.671, 4.315)
C (-3.249, 1.145, 2.816)
O (-1.990, 1.113, 4.789)
H (-4.109, 0.885, 6.201)
H (-5.157, 0.546, 4.853)
H (-4.413, 2.170, 5.176)
H (-2.931, -0.473, 4.434)
H (-3.593, 2.168, 2.792)
H (-3.961, 0.572, 2.296)
H (-2.234, 1.074, 2.355)
H (-1.690, 0.602, 5.495)
C (0.582, 0.794, -4.171)
C (0.825, -0.355, -5.168)
C (0.332, 0.191, -6.508)
O (1.993, -0.757, -5.217)
H (0.975, 0.542, -3.195)
H (-0.477, 1.018, -4.116)
H (1.005, 1.776, -4.413)
H (0.241, -1.271, -4.982)
H (-0.745, 0.211, -6.644)
H (0.746, -0.545, -7.231)
H (0.736, 1.208, -6.711)
H (1.972, -1.660, -5.481)
C (-0.206, -1.693, 3.524)
C (0.698, -0.514, 3.402)
C (2.042, -0.821, 4.168)
O (0.984, -0.246, 2.219)
H (-0.587, -1.843, 4.494)
H (0.246, -2.607, 3.145)
H (-1.149, -1.434, 3.037)
H (0.135, 0.291, 3.761)
H (1.857, -1.009, 5.194)
H (2.706, 0.000, 3.893)
H (2.425, -1.776, 3.740)
H (0.174, -0.269, 1.691)
C (-2.053, -2.301, -4.308)
C (-1.855, -1.741, -2.879)
C (-3.208, -1.166, -2.408)
O (-1.527, -2.476, -1.901)
H (-2.180, -1.452, -4.992)
H (-2.925, -2.923, -4.378)
H (-1.216, -2.875, -4.574)
H (-1.140, -0.912, -2.850)
H (-4.057, -1.870, -2.551)
H (-3.320, -0.186, -2.880)
H (-3.237, -1.001, -1.300)
H (-1.363, -1.918, -1.089)
C (3.793, 1.374, -1.578)
C (4.531, 2.645, -1.160)
C (3.907, 3.838, -1.864)
O (4.588, 2.901, 0.076)
H (3.128, 1.136, -0.838)
H (4.557, 0.576, -1.584)
H (3.422, 1.462, -2.598)
H (5.581, 2.651, -1.554)
H (2.936, 4.041, -1.349)
H (3.700, 3.605, -2.932)
H (4.463, 4.717, -1.849)
H (3.761, 3.095, 0.454)

The LUMO energy is 0.0054 Ha. The value obtained for the strongest force on any atom is 10.245 eV Å⁻¹. The calculation puts the energy relative to the best compared isomer or geometry (same formula, charge and spin) at 9.6 kcal/mol. The value obtained for the molar mass is 668.87 g/mol.

No. 3
This record from the OMol25 dataset describes 14 unconnected molecules or ions with the total composition C23H74O14. The level of theory is the ωB97M-V functional and the def2-TZVPD basis.

Element x y z (Å)
C (-1.651, 7.685, -1.758)
C (-0.265, 7.184, -1.430)
C (0.342, 6.354, -2.518)
O (0.555, 8.321, -1.224)
H (-1.965, 8.508, -1.117)
H (-2.405, 6.899, -1.738)
H (-1.784, 8.041, -2.780)
H (-0.273, 6.595, -0.513)
H (-0.213, 5.418, -2.593)
H (1.406, 6.129, -2.444)
H (0.243, 6.867, -3.475)
H (0.554, 8.815, -2.047)
C (8.341, 3.931, -1.357)
C (7.949, 4.474, 0.029)
C (7.944, 3.367, 1.100)
O (8.901, 5.382, 0.359)
H (9.243, 3.325, -1.281)
H (8.545, 4.732, -2.069)
H (7.507, 3.363, -1.769)
H (6.984, 4.977, 0.082)
H (7.555, 3.736, 2.049)
H (8.922, 2.886, 1.112)
H (7.322, 2.539, 0.759)
H (8.910, 6.055, -0.326)
C (-6.028, 4.427, 4.612)
C (-6.478, 5.669, 3.957)
C (-7.797, 5.448, 3.127)
O (-6.790, 6.673, 4.855)
H (-5.624, 3.722, 3.886)
H (-6.715, 3.829, 5.211)
H (-5.184, 4.658, 5.262)
H (-5.660, 6.026, 3.332)
H (-7.825, 4.454, 2.681)
H (-7.861, 6.095, 2.252)
H (-8.704, 5.543, 3.724)
H (-7.001, 6.195, 5.660)
C (-1.181, -2.346, 6.786)
C (-2.275, -2.229, 5.781)
O (-3.439, -2.842, 6.368)
H (-1.362, -1.717, 7.658)
H (-0.282, -1.948, 6.315)
H (-1.016, -3.362, 7.144)
H (-1.995, -2.720, 4.849)
H (-2.386, -1.165, 5.572)
H (-4.113, -2.865, 5.685)
C (5.702, -5.057, 5.414)
C (5.098, -6.418, 5.475)
O (5.333, -7.001, 4.197)
H (5.178, -4.428, 4.693)
H (6.780, -5.055, 5.252)
H (5.577, -4.600, 6.395)
H (4.054, -6.268, 5.749)
H (5.553, -6.899, 6.341)
H (6.101, -7.576, 4.166)
C (-3.788, -5.209, -6.851)
C (-4.182, -4.774, -5.433)
O (-3.240, -3.851, -4.932)
H (-2.822, -5.710, -6.920)
H (-3.710, -4.328, -7.489)
H (-4.617, -5.797, -7.245)
H (-4.274, -5.608, -4.737)
H (-5.164, -4.304, -5.392)
H (-2.408, -4.327, -4.882)
C (6.818, -4.242, -1.009)
O (5.596, -4.938, -0.906)
H (7.149, -4.235, -2.048)
H (6.641, -3.233, -0.637)
H (7.619, -4.658, -0.398)
H (5.575, -5.363, -0.045)
C (-0.738, -8.110, 0.898)
O (-1.707, -9.061, 1.131)
H (0.247, -8.552, 1.047)
H (-0.824, -7.590, -0.056)
H (-0.911, -7.264, 1.564)
H (-2.575, -8.651, 1.112)
C (3.268, -5.111, -6.229)
O (2.441, -4.675, -5.169)
H (4.258, -4.777, -5.919)
H (3.256, -6.181, -6.435)
H (2.909, -4.645, -7.146)
H (2.949, -4.932, -4.396)
C (-6.769, -1.605, 1.030)
O (-7.417, -2.248, 2.086)
H (-6.786, -2.239, 0.143)
H (-7.341, -0.695, 0.849)
H (-5.729, -1.364, 1.247)
H (-8.133, -1.660, 2.337)
C (-5.865, 2.100, -4.771)
O (-4.752, 1.697, -3.972)
H (-5.597, 2.049, -5.827)
H (-6.738, 1.492, -4.535)
H (-6.130, 3.135, -4.556)
H (-4.574, 0.758, -4.071)
C (0.416, 0.433, -7.604)
O (0.997, 0.965, -8.772)
H (-0.492, 1.006, -7.421)
H (0.122, -0.611, -7.707)
H (0.943, 0.617, -6.668)
H (1.423, 1.793, -8.537)
C (1.706, 3.908, 5.114)
O (2.347, 2.819, 4.392)
H (1.447, 4.683, 4.392)
H (0.916, 3.495, 5.740)
H (2.479, 4.342, 5.748)
H (1.895, 2.680, 3.557)
C (0.517, -0.431, -0.246)
O (-0.242, 0.524, 0.421)
H (-0.002, -1.389, -0.225)
H (0.792, -0.185, -1.272)
H (1.391, -0.611, 0.379)
H (-0.917, 0.843, -0.182)

The LUMO energy is -0.0018 Ha. The value obtained for the strongest force on any atom is 3.048 eV Å⁻¹. The calculation puts the energy relative to the best compared isomer or geometry (same formula, charge and spin) at 136.5 kcal/mol. The value obtained for the molar mass is 574.83 g/mol.